# 1
{
  "formula": "C9H10OSe",
  "method": "ωB97M-V with the def2-TZVPD basis set",
  "species": ["C", "C", "C", "C", "C", "C", "C", "C", "C", "O", "Se", "H", "H", "H", "H", "H", "H", "H", "H", "H", "H"],
  "positions_angstrom": [[-3.607, 0.215, 0.286], [-3.108, 1.306, -0.377], [-2.726, -0.715, 0.869], [-1.738, 1.492, -0.254], [-1.351, -0.603, 0.955], [-0.868, 0.584, 0.367], [1.874, 1.449, -1.988], [3.213, -0.895, 0.347], [1.779, -0.392, 0.126], [1.032, 2.053, -1.361], [0.898, 1.052, 0.784], [-4.605, 0.071, 0.386], [-3.556, 1.908, -1.199], [-3.073, -1.469, 1.517], [-1.325, 2.272, -0.883], [-0.783, -1.102, 1.714], [2.223, 1.870, -2.973], [3.216, -1.775, 1.126], [3.915, -0.136, 0.813], [3.652, -1.052, -0.702], [1.040, -1.109, -0.320]],
  "multiplicity": 1,
  "gap_ev": [7.8, 6.7],
  "e_tot_ev": -76882.92807,
  "fmax_ev_per_a": 3.04,
  "de_lowest_kcal_mol": 108.7
}

***

# 2
{
  "formula": "C36H48N3OOsSi",
  "method": "ωB97M-V with the def2-TZVPD basis set",
  "species": ["Os", "C", "N", "C", "C", "C", "C", "C", "C", "C", "N", "C", "C", "C", "C", "C", "C", "N", "C", "C", "H", "H", "H", "H", "H", "H", "H", "H", "H", "H", "H", "H", "H", "H", "H", "H", "H", "H", "H", "H", "C", "Si", "C", "C", "C", "C", "C", "C", "C", "H", "H", "H", "H", "H", "H", "H", "H", "H", "H", "H", "C", "C", "C", "C", "C", "C", "C", "C", "C", "C", "C", "C", "O", "H", "H", "H", "H", "H", "H", "H", "H", "H", "H", "H", "H", "H", "H", "H", "H", "H"],
  "positions_angstrom": [[-0.333, 0.128, 0.088], [0.690, -0.201, -2.777], [-0.555, -0.501, -2.031], [-1.717, -0.017, -2.829], [-0.773, -1.939, -1.910], [-0.623, -2.833, -2.955], [-0.815, -4.187, -2.731], [-1.136, -4.640, -1.460], [-1.322, -3.743, -0.422], [-1.194, -2.380, -0.670], [-1.390, -1.359, 0.308], [-1.996, -1.676, 1.557], [-3.122, -2.487, 1.655], [-3.590, -2.850, 2.906], [-2.921, -2.430, 4.047], [-1.831, -1.581, 3.942], [-1.396, -1.160, 2.693], [-0.372, -0.129, 2.522], [-0.790, 0.995, 3.401], [0.933, -0.609, 3.054], [0.678, -0.677, -3.756], [1.554, -0.540, -2.210], [0.749, 0.873, -2.930], [-1.659, -0.430, -3.839], [-1.722, 1.058, -2.887], [-2.634, -0.362, -2.360], [-0.345, -2.487, -3.941], [-0.692, -4.887, -3.546], [-1.246, -5.700, -1.273], [-1.553, -4.097, 0.571], [-3.621, -2.825, 0.757], [-4.469, -3.475, 2.988], [-3.263, -2.744, 5.024], [-1.335, -1.237, 4.839], [-0.678, 0.707, 4.448], [-1.828, 1.233, 3.213], [-0.168, 1.860, 3.222], [0.801, -0.973, 4.075], [1.639, 0.217, 3.063], [1.327, -1.401, 2.433], [-2.032, 3.229, 1.402], [-1.994, 1.977, -0.025], [-3.712, 1.195, -0.048], [-1.895, 3.215, -1.485], [-0.919, 3.330, -2.476], [-0.938, 4.344, -3.425], [-1.958, 5.281, -3.417], [-2.959, 5.184, -2.460], [-2.921, 4.172, -1.513], [-2.410, 4.170, 1.004], [-1.056, 3.447, 1.832], [-2.704, 2.929, 2.206], [-4.439, 1.977, 0.186], [-3.810, 0.414, 0.710], [-3.980, 0.770, -1.014], [-0.096, 2.623, -2.512], [-0.154, 4.402, -4.169], [-1.972, 6.081, -4.144], [-3.769, 5.901, -2.447], [-3.727, 4.125, -0.789], [2.300, -3.416, 1.201], [3.153, -2.902, 0.037], [2.418, -3.131, -1.283], [3.674, -1.479, 0.214], [5.052, -1.349, 0.363], [5.672, -0.119, 0.501], [4.881, 1.011, 0.487], [3.491, 0.948, 0.367], [2.774, 2.293, 0.328], [1.977, 2.509, -0.952], [1.877, 2.582, 1.520], [2.883, -0.315, 0.235], [1.544, -0.505, 0.163], [2.149, -4.493, 1.103], [1.311, -2.948, 1.188], [2.773, -3.228, 2.166], [4.054, -3.516, 0.004], [1.506, -2.536, -1.321], [2.137, -4.182, -1.377], [3.046, -2.874, -2.139], [5.657, -2.247, 0.352], [6.746, -0.045, 0.605], [5.345, 1.986, 0.575], [3.566, 3.044, 0.346], [1.115, 1.822, -0.981], [2.570, 2.315, -1.846], [1.578, 3.524, -1.000], [1.000, 1.930, 1.491], [1.517, 3.613, 1.488], [2.392, 2.428, 2.470]],
  "multiplicity": 1,
  "gap_ev": [6.3, 6.3],
  "e_tot_ev": -54968.18005,
  "fmax_ev_per_a": 1.16,
  "charge": 1,
  "de_lowest_kcal_mol": 19.5
}

***

# 3
{
  "formula": "CF4",
  "method": "ωB97M-V with the def2-TZVPD basis set",
  "species": ["F", "C", "F", "F", "F"],
  "positions_angstrom": [[-0.500, 0.944, -0.742], [-0.029, -0.022, -0.034], [-0.957, -0.600, 0.825], [0.542, -0.900, -0.692], [0.934, 0.571, 0.631]],
  "smiles": "FC(F)(F)F",
  "multiplicity": 1,
  "gap_ev": 15.9,
  "e_tot_ev": -11907.03200,
  "fmax_ev_per_a": 5.08,
  "de_lowest_kcal_mol": 12.4
}

***

# 4
{
  "formula": "C17H29N5O2W",
  "method": "ωB97M-V with the def2-TZVPD basis set",
  "species": ["W", "N", "C", "C", "N", "C", "C", "N", "H", "H", "H", "H", "H", "H", "H", "H", "H", "H", "H", "H", "H", "O", "C", "C", "C", "C", "C", "C", "C", "N", "C", "C", "N", "H", "H", "H", "H", "H", "H", "H", "C", "C", "C", "C", "O", "H", "H", "H", "H", "H", "H", "H", "H", "H"],
  "positions_angstrom": [[-0.014, 0.498, 0.260], [-0.687, 2.300, -0.915], [-0.918, 3.472, -0.029], [-1.763, 2.992, 1.134], [-1.140, 1.789, 1.759], [-0.300, 2.077, 2.964], [1.157, 2.222, 2.579], [1.536, 1.024, 1.787], [0.016, 2.507, -1.622], [-1.550, 2.083, -1.410], [-1.412, 4.277, -0.571], [0.053, 3.834, 0.306], [-2.751, 2.702, 0.771], [-1.900, 3.779, 1.875], [-1.890, 1.183, 2.077], [-0.417, 1.233, 3.645], [-0.662, 2.971, 3.471], [1.777, 2.328, 3.468], [1.320, 3.101, 1.955], [1.610, 0.221, 2.412], [2.451, 1.148, 1.361], [-0.627, -0.854, 1.525], [-1.207, -2.085, 1.464], [-1.209, -2.849, 2.623], [-1.799, -4.098, 2.635], [-2.402, -4.598, 1.483], [-2.402, -3.839, 0.334], [-1.807, -2.571, 0.300], [-1.790, -1.796, -0.931], [-1.221, -0.599, -1.134], [-1.392, -0.288, -2.480], [-2.086, -1.280, -3.074], [-2.324, -2.211, -2.092], [-0.741, -2.445, 3.511], [-1.790, -4.686, 3.542], [-2.866, -5.574, 1.488], [-2.874, -4.251, -0.549], [-0.967, 0.588, -2.936], [-2.413, -1.412, -4.090], [-2.822, -3.077, -2.224], [2.661, 0.979, -2.968], [2.580, 0.128, -1.711], [3.813, 0.316, -0.840], [2.361, -1.339, -2.047], [1.426, 0.582, -0.965], [3.518, 0.684, -3.572], [2.777, 2.034, -2.713], [1.763, 0.849, -3.576], [4.712, 0.025, -1.382], [3.756, -0.315, 0.052], [3.926, 1.364, -0.551], [3.202, -1.725, -2.622], [1.455, -1.463, -2.644], [2.273, -1.932, -1.135]],
  "multiplicity": 3,
  "gap_ev": [7.9, 8.0],
  "e_tot_ev": -31460.00812,
  "s2": 2.009,
  "fmax_ev_per_a": 0.70,
  "charge": 2,
  "de_lowest_kcal_mol": 1.7
}

***

# 5
{
  "formula": "C20H57InN3Na2O11S",
  "method": "ωB97M-V with the def2-TZVPD basis set",
  "species": ["In", "Na", "Na", "S", "O", "O", "O", "O", "C", "C", "C", "O", "C", "N", "H", "H", "H", "H", "H", "H", "H", "H", "H", "H", "H", "C", "C", "C", "O", "C", "N", "H", "H", "H", "H", "H", "H", "H", "H", "H", "H", "H", "C", "C", "C", "O", "C", "N", "H", "H", "H", "H", "H", "H", "H", "H", "H", "H", "H", "C", "C", "O", "H", "H", "H", "H", "H", "H", "C", "C", "O", "H", "H", "H", "H", "H", "H", "C", "C", "O", "H", "H", "H", "H", "H", "H", "C", "C", "O", "H", "H", "H", "H", "H", "H"],
  "positions_angstrom": [[7.543, -27.238, 13.101], [7.064, -31.356, 14.808], [4.277, -29.169, 15.434], [7.371, -28.714, 16.391], [6.697, -29.951, 16.752], [8.453, -29.023, 15.438], [6.383, -27.822, 15.757], [7.920, -28.011, 17.554], [2.274, -26.407, 17.302], [2.947, -27.300, 18.358], [1.980, -28.238, 19.113], [0.885, -27.527, 19.573], [1.076, -26.774, 20.748], [3.971, -28.084, 17.673], [1.575, -25.709, 17.762], [1.613, -27.057, 16.720], [2.958, -25.894, 16.630], [3.400, -26.703, 19.166], [2.571, -28.698, 19.917], [1.671, -29.095, 18.511], [1.878, -26.036, 20.602], [1.283, -27.414, 21.611], [0.156, -26.225, 20.932], [4.379, -28.777, 18.325], [4.749, -27.486, 17.377], [4.811, -31.698, 19.786], [5.651, -30.607, 20.479], [7.045, -31.158, 20.761], [7.690, -30.234, 21.636], [8.921, -30.705, 22.145], [5.776, -29.521, 19.497], [3.797, -31.435, 19.485], [4.695, -32.530, 20.482], [5.329, -32.054, 18.892], [5.204, -30.284, 21.415], [7.643, -31.263, 19.847], [7.018, -32.140, 21.247], [8.820, -31.594, 22.770], [9.344, -29.841, 22.660], [9.636, -30.935, 21.339], [6.379, -28.756, 19.796], [6.204, -29.866, 18.636], [12.094, -26.178, 15.525], [11.063, -26.397, 14.385], [11.354, -27.707, 13.666], [10.450, -27.884, 12.579], [10.710, -29.079, 11.847], [9.740, -26.462, 15.061], [11.859, -25.219, 15.986], [13.122, -26.135, 15.157], [12.067, -26.976, 16.264], [11.089, -25.533, 13.725], [11.290, -28.572, 14.338], [12.393, -27.706, 13.327], [11.771, -29.118, 11.593], [10.145, -29.018, 10.919], [10.404, -29.973, 12.397], [9.715, -27.313, 15.614], [9.663, -25.702, 15.736], [5.868, -22.777, 14.799], [5.398, -24.243, 14.777], [6.479, -25.168, 14.865], [6.381, -22.527, 15.726], [4.995, -22.148, 14.633], [6.579, -22.631, 13.986], [4.878, -24.394, 13.830], [4.673, -24.433, 15.573], [6.665, -25.302, 15.810], [12.212, -30.222, 18.221], [10.877, -29.636, 17.788], [10.589, -30.186, 16.498], [12.446, -29.850, 19.221], [12.972, -29.875, 17.526], [12.166, -31.305, 18.299], [10.938, -28.548, 17.594], [10.038, -29.812, 18.472], [9.791, -29.737, 16.138], [9.987, -27.083, 21.783], [8.949, -27.377, 20.734], [9.492, -27.025, 19.475], [10.955, -27.506, 21.507], [9.799, -27.435, 22.799], [10.159, -26.012, 21.906], [8.044, -26.767, 20.914], [8.552, -28.413, 20.689], [8.931, -27.492, 18.814], [5.280, -23.992, 18.983], [6.144, -25.200, 19.196], [6.754, -25.604, 17.984], [4.457, -24.105, 18.278], [5.917, -23.216, 18.543], [4.967, -23.538, 19.922], [5.587, -26.055, 19.610], [6.921, -24.931, 19.929], [7.066, -26.532, 18.009]],
  "multiplicity": 1,
  "gap_ev": 2.2,
  "e_tot_ev": -73470.13563,
  "fmax_ev_per_a": 2.61,
  "charge": 3,
  "de_lowest_kcal_mol": 0.0
}

***

# 6
{
  "formula": "H2N3O",
  "method": "ωB97M-V with the def2-TZVPD basis set",
  "species": ["N", "N", "N", "O", "H", "H"],
  "positions_angstrom": [[-0.592, -0.777, 0.833], [-0.731, 0.864, -0.680], [0.009, 0.002, -0.060], [1.265, -0.097, -0.080], [0.166, -1.309, 1.237], [-0.196, 1.493, -1.376]],
  "multiplicity": 3,
  "gap_ev": [5.4, 7.0],
  "e_tot_ev": -6544.39825,
  "s2": 2.009,
  "fmax_ev_per_a": 4.61,
  "charge": -1,
  "de_lowest_kcal_mol": 34.2
}